Molecular formula: C6H10O
Method: DFT, ωB97M-V/def2-TZVPD

The energy relative to the best compared isomer or geometry (same formula, charge and spin) comes out at 1.997 eV. The value obtained for the HOMO energy is -9.2 eV. The calculation puts the total energy at -309.76897 hartree. The value obtained for the frontier orbital gap is 10.2 eV. Its charge is 0.

Each line ends with the natural charge from an NBO analysis.
CARTESIAN COORDINATES (ANGSTROEM)
C  1.53  -0.99  0.01  -0.608
C  0.45  0.05  -0.18  -0.041
C  -0.58  0.24  -1.28  -0.431
C  -1.51  0.38  -0.07  0.084
C  -0.80  -0.76  0.61  -0.416
O  -1.04  1.56  0.60  -0.525
C  0.39  1.37  0.56  -0.088
H  2.43  -0.43  -0.14  0.199
H  1.51  -1.82  -0.70  0.220
H  1.65  -1.47  0.99  0.217
H  -0.50  1.12  -1.92  0.211
H  -0.74  -0.66  -1.88  0.215
H  -2.59  0.43  -0.15  0.188
H  -1.05  -1.75  0.20  0.205
H  -0.83  -0.80  1.72  0.206
H  0.85  2.22  0.05  0.182
H  0.80  1.32  1.57  0.181

Molecular formula: C9H16NO
Method: DFT, ωB97M-V/def2-TZVPD

The energy relative to the best compared isomer or geometry (same formula, charge and spin) comes out at 3.910 eV. The value obtained for the HOMO energy is -11.5 eV. The calculation puts the total energy at -482.14915 hartree. The value obtained for the frontier orbital gap is 8.1 eV. Its charge is +1.

Each line ends with the natural charge from an NBO analysis.
CARTESIAN COORDINATES (ANGSTROEM)
C  -3.13  -0.09  0.72  -0.246
C  -2.61  0.05  -0.78  -0.675
N  -2.31  0.96  1.41  -0.733
H  -4.18  -0.13  0.86  0.243
H  -2.74  -1.20  1.03  0.245
H  -1.56  -0.56  -0.93  0.247
H  -2.32  1.07  -1.18  0.236
H  -2.26  1.98  0.89  0.471
H  -2.88  1.17  2.25  0.442
H  -1.28  0.64  1.70  0.498
H  -3.33  -0.71  -1.31  0.256
C  1.40  -2.62  -1.54  -0.663
C  0.94  1.00  0.59  0.207
C  1.94  0.05  0.98  -0.265
C  0.52  0.90  -0.71  -0.290
C  2.05  -1.12  0.26  -0.222
C  0.93  -0.06  -1.62  -0.201
C  1.52  -1.27  -1.04  0.010
O  0.50  2.08  1.31  -0.705
H  2.86  0.32  1.51  0.237
H  1.35  2.29  1.84  0.503
H  0.01  1.76  -1.22  0.227
H  2.81  -1.75  0.73  0.234
H  0.50  -0.09  -2.62  0.229
H  2.15  -3.26  -1.18  0.236
H  1.31  -3.03  -2.61  0.246
H  0.36  -2.83  -1.31  0.231

Molecular formula: C15H30BF4NOP2Zr
Method: DFT, ωB97M-V/def2-TZVPD

The energy relative to the best compared isomer or geometry (same formula, charge and spin) comes out at 0.000 eV. The value obtained for the HOMO energy is -6.3 eV. The calculation puts the total energy at -1873.81841 hartree. The value obtained for the frontier orbital gap is 6.3 eV. Its charge is 0.

Each line ends with the natural charge from an NBO analysis.
CARTESIAN COORDINATES (ANGSTROEM)
Zr  0.09  -0.01  0.29  1.610
P  2.38  -0.45  -0.96  0.883
P  -2.41  0.62  1.20  0.930
N  -0.75  0.07  -1.56  -0.997
H  -0.01  -1.78  0.55  -0.378
C  3.01  -2.15  -1.09  -0.928
H  3.99  -2.17  -1.59  0.230
H  2.29  -2.75  -1.67  0.259
H  3.09  -2.60  -0.09  0.240
C  3.75  0.49  -0.20  -0.936
H  4.71  0.28  -0.68  0.228
H  3.80  0.28  0.87  0.235
H  3.51  1.56  -0.27  0.244
C  2.39  0.15  -2.68  -0.929
H  3.39  0.04  -3.13  0.224
H  2.08  1.21  -2.70  0.252
H  1.64  -0.41  -3.26  0.269
C  -3.21  -0.90  1.79  -0.939
H  -4.14  -0.63  2.29  0.226
H  -2.59  -1.44  2.51  0.266
H  -3.41  -1.60  0.97  0.254
C  -2.24  1.83  2.56  -0.949
H  -3.20  2.00  3.06  0.225
H  -1.83  2.77  2.15  0.235
H  -1.53  1.50  3.32  0.268
C  -3.45  1.39  0.00  -0.962
H  -4.39  1.63  0.49  0.218
H  -3.60  0.73  -0.84  0.265
H  -2.97  2.29  -0.36  0.249
C  -1.26  0.20  -2.83  0.141
C  -2.19  -0.72  -4.93  -0.189
C  -1.67  -0.91  -3.64  -0.286
C  -1.39  1.49  -3.43  -0.238
C  -1.91  1.66  -4.71  -0.218
C  -2.32  0.56  -5.47  -0.287
H  -2.51  -1.57  -5.52  0.203
H  -1.58  -1.91  -3.23  0.210
H  -1.06  2.35  -2.84  0.193
H  -2.00  2.66  -5.12  0.202
H  -2.73  0.71  -6.48  0.206
C  2.12  -0.13  2.79  0.716
O  1.84  0.61  1.83  -0.673
C  2.32  -1.59  2.58  -0.761
H  2.39  -2.14  3.52  0.246
H  3.26  -1.69  2.01  0.238
H  1.49  -2.07  2.00  0.297
C  2.21  0.41  4.16  -0.730
H  1.73  -0.20  4.93  0.271
H  1.80  1.43  4.20  0.254
H  3.27  0.42  4.42  0.243
F  -0.51  -0.29  2.38  -0.679
B  -0.83  -0.63  4.15  1.444
F  -2.13  -0.83  4.42  -0.515
F  -0.04  -1.71  4.23  -0.529
F  -0.30  0.61  4.60  -0.551

Molecular formula: C5H12O2
Method: DFT, ωB97M-V/def2-TZVPD

The energy relative to the best compared isomer or geometry (same formula, charge and spin) comes out at 3.108 eV. The value obtained for the HOMO energy is -8.0 eV. The calculation puts the total energy at -348.09058 hartree. The value obtained for the frontier orbital gap is 8.5 eV. Its charge is 0.

Each line ends with the natural charge from an NBO analysis.
CARTESIAN COORDINATES (ANGSTROEM)
C  2.18  -1.26  1.73  -0.373
C  1.98  -1.40  0.40  -0.229
C  0.74  -1.92  -0.19  -0.256
C  0.30  -1.62  -1.44  -0.134
C  -0.39  -2.60  -2.31  -0.656
H  3.20  -1.35  2.11  0.185
H  1.45  -1.00  2.49  0.196
H  2.84  -1.08  -0.18  0.209
H  0.21  -2.72  0.34  0.204
H  0.46  -0.59  -1.74  0.193
H  -0.14  -2.50  -3.36  0.224
H  -0.19  -3.61  -1.96  0.219
H  -1.48  -2.40  -2.32  0.218
O  -2.31  5.33  0.98  -0.941
H  -1.36  5.27  0.85  0.468
H  -2.41  5.64  1.89  0.474
O  -1.65  2.20  0.99  -0.935
H  -1.10  2.77  0.44  0.458
H  -2.33  2.83  1.28  0.476

Molecular formula: C7H14N2
Method: DFT, ωB97M-V/def2-TZVPD

The energy relative to the best compared isomer or geometry (same formula, charge and spin) comes out at 4.066 eV. The value obtained for the HOMO energy is -7.9 eV. The calculation puts the total energy at -384.48247 hartree. The value obtained for the frontier orbital gap is 8.8 eV. Its charge is 0.

Each line ends with the natural charge from an NBO analysis.
CARTESIAN COORDINATES (ANGSTROEM)
C  -0.13  -0.30  -0.80  -0.007
C  0.35  0.51  0.31  -0.201
C  -0.02  1.98  0.31  -0.630
C  -1.86  -1.71  1.14  -0.716
C  -1.78  -0.61  0.11  0.321
N  0.41  -1.50  -1.25  -0.879
C  2.20  0.34  -0.02  -0.179
C  3.05  1.30  -0.36  -0.462
N  -2.79  0.01  -0.36  -0.667
H  -0.48  0.30  -1.64  0.209
H  0.33  0.08  1.32  0.207
H  0.83  -1.46  -2.16  0.392
H  0.13  -2.41  -0.91  0.388
H  -3.68  -0.41  -0.06  0.324
H  2.59  -0.65  0.23  0.186
H  0.81  2.60  0.62  0.223
H  -0.34  2.31  -0.68  0.215
H  -0.86  2.16  0.98  0.221
H  -1.38  -1.39  2.07  0.230
H  -1.34  -2.60  0.78  0.216
H  -2.90  -1.98  1.36  0.219
H  2.73  2.31  -0.60  0.187
H  4.13  1.14  -0.37  0.200

Molecular formula: C7H10N2O3S
Method: DFT, ωB97M-V/def2-TZVPD

The energy relative to the best compared isomer or geometry (same formula, charge and spin) comes out at 5.321 eV. The value obtained for the HOMO energy is -8.3 eV. The calculation puts the total energy at -1005.95550 hartree. The value obtained for the frontier orbital gap is 8.9 eV. Its charge is 0.

Each line ends with the natural charge from an NBO analysis.
CARTESIAN COORDINATES (ANGSTROEM)
C  3.33  -1.06  -0.01  -0.239
O  1.94  -1.19  -0.35  -0.499
C  1.16  -0.16  0.02  0.409
C  1.43  1.09  0.36  -0.400
C  0.36  2.01  0.49  -0.184
C  -0.94  1.68  0.56  -0.232
C  -1.38  0.28  0.63  -0.341
S  -3.31  -0.04  0.23  0.349
N  -3.47  0.63  -1.28  -0.972
C  -0.40  -0.56  -0.28  -0.169
N  -0.47  -2.05  0.10  0.548
O  -0.49  -2.85  -0.77  -0.341
O  -0.39  -2.29  1.29  -0.405
H  3.91  -1.02  -0.88  0.189
H  3.63  -1.95  0.59  0.200
H  3.37  -0.14  0.52  0.183
H  2.32  1.49  0.57  0.216
H  0.75  3.01  0.51  0.214
H  -1.77  2.36  0.72  0.222
H  -1.28  -0.08  1.66  0.257
H  -4.16  1.37  -1.38  0.381
H  -3.61  -0.06  -1.87  0.361
H  -0.54  -0.45  -1.42  0.253